<a>
Entry from the Open Molecules 2025 dataset: C4H7N3S in the gas phase (wB97M-V/def2-TZVPD).

```
! wB97M-V def2-TZVPD RIJCOSX def2/J DEFGRID3
* xyz 0 1
S 1.476 0.142 -0.087
N 2.490 -0.063 -1.179
N 0.574 1.670 -0.316
H -0.862 2.839 -0.079
H 1.759 0.970 1.854
H -2.530 0.969 0.184
H 0.259 -1.843 0.384
H 0.174 -1.537 -1.230
C -0.639 1.790 -0.077
C -1.189 -0.569 -0.021
C 0.185 -1.069 -0.301
H 3.177 0.654 -1.335
H -1.988 -1.416 0.296
C -1.508 0.713 0.213
N 1.854 0.095 1.391
*
```

Summary:
- Frontier orbital gap: 8.82 eV
- SMILES: N=S1(=N)CC=CC=N1
- Lowest unoccupied orbital energy: -0.225 eV
- Highest occupied orbital energy: -9.0 eV

Results of the Mulliken charge analysis, in e, for atoms 1 through 8: S 0.815; N -0.700; N -0.575; H 0.417; H 0.247; H 0.374; H 0.407; H 0.435


<b>
Entry from the Open Molecules 2025 dataset: C4H7N3S in the gas phase (wB97M-V/def2-TZVPD).

```
! wB97M-V def2-TZVPD RIJCOSX def2/J DEFGRID3
* xyz 0 1
S -2.704 0.948 -0.264
C 1.176 0.803 -0.640
N -1.432 -0.035 -0.006
C 1.078 -0.590 -0.336
H 1.161 -2.785 -0.175
N -0.695 -2.215 0.206
H -2.602 -1.619 0.624
H 0.300 1.302 -1.021
H 1.698 0.883 -1.577
H 2.565 1.150 0.894
H 1.100 1.758 1.016
C 0.615 -1.815 -0.127
C -1.590 -1.314 0.336
N 1.822 1.673 0.324
H -2.491 1.854 0.746
*
```

Summary:
- Frontier orbital gap (spin up / spin down): 6.19 / 6.20 eV
- Lowest unoccupied orbital energy (spin up / spin down): -1.811 / -1.810 eV
- Highest occupied orbital energy (spin up / spin down): -8.0 / -8.0 eV

Results of the Mulliken charge analysis, in e, for atoms 1 through 8: S -0.221; C -0.460; N -0.429; C 0.259; H 0.354; N -0.549; H 0.402; H 0.345


<c>
Entry from the Open Molecules 2025 dataset: C4H7N3S in the gas phase (wB97M-V/def2-TZVPD).

```
! wB97M-V def2-TZVPD RIJCOSX def2/J DEFGRID3
* xyz 0 1
C -0.408 -2.125 0.222
N -0.999 0.282 0.637
N -1.190 2.578 0.768
H -1.803 0.105 1.275
H -0.279 -2.484 1.244
C -0.568 1.558 0.350
H -0.725 3.446 0.528
C -0.202 -0.662 0.013
H 0.325 -2.736 -0.377
S 2.149 -0.553 -1.626
N 0.571 1.378 -0.415
H 3.096 -0.470 -0.696
H 0.702 2.128 -1.161
C 0.760 -0.004 -0.709
H -1.430 -2.441 -0.053
*
```

Summary:
- Frontier orbital gap: 8.26 eV
- SMILES: [H]/N=c1/[nH]c(C)c(S)[nH]1
- Lowest unoccupied orbital energy: 0.674 eV
- Highest occupied orbital energy: -7.6 eV

Results of the Mulliken charge analysis, in e, for atoms 1 through 8: C -1.213; N -0.131; N -0.724; H 0.265; H 0.310; C 0.238; H 0.217; C 0.593


<d>
Entry from the Open Molecules 2025 dataset: C4H7N3S in the gas phase (wB97M-V/def2-TZVPD).

```
! wB97M-V def2-TZVPD RIJCOSX def2/J DEFGRID3
* xyz 0 1
C -1.507 -1.882 0.480
H 1.120 -0.142 -2.142
H 1.824 0.829 -0.796
H 0.976 1.018 2.069
N 0.796 0.034 2.205
C 0.005 -0.437 -0.119
H 0.439 -0.162 3.131
H -2.287 -2.613 0.425
N -0.969 -1.459 1.593
N -0.955 -1.291 -0.597
H -0.313 2.388 -0.625
C 0.924 0.500 -1.297
H -1.195 -1.416 -1.566
S -0.076 1.903 -1.844
C -0.015 -0.547 1.243
*
```

Summary:
- Frontier orbital gap: 8.54 eV
- SMILES: Nc1nc[nH]c1CS
- Lowest unoccupied orbital energy: 0.761 eV
- Highest occupied orbital energy: -7.8 eV

Results of the Mulliken charge analysis, in e, for atoms 1 through 8: C -0.214; H 0.358; H 0.313; H 0.235; N -0.529; C -0.235; H 0.286; H 0.417


Short version: <c> is the most stable of them.


<a>
Entry from the Open Molecules 2025 dataset: C4H7N3S in the gas phase (wB97M-V/def2-TZVPD).

```
! wB97M-V def2-TZVPD RIJCOSX def2/J DEFGRID3
* xyz 0 1
C -0.861 1.936 -2.068
H 2.398 -0.861 -0.640
C -2.043 -0.258 0.432
H -1.673 -1.188 0.580
C 2.293 -0.693 0.387
C 0.122 0.461 -0.409
N -1.765 1.420 -1.302
N -1.278 0.573 -0.436
H -1.116 2.528 -2.846
N 0.908 -0.470 0.598
H 2.694 -1.558 1.053
H 2.805 0.190 0.602
H -2.068 0.259 1.332
H -3.165 -0.378 0.112
S 0.753 1.345 -1.737
*
```

Summary:
- Frontier orbital gap (spin up / spin down): 8.09 / 8.09 eV
- SMILES: C/N=c1\scnn1C
- Lowest unoccupied orbital energy (spin up / spin down): 0.622 / 0.622 eV
- Highest occupied orbital energy (spin up / spin down): -7.5 / -7.5 eV

Results of the Mulliken charge analysis, in e, for atoms 1 through 8: C -0.243; H 0.272; C -0.919; H 0.410; C -0.724; C 0.185; N -0.972; N 0.858


<b>
Entry from the Open Molecules 2025 dataset: C4H7N3S in the gas phase (wB97M-V/def2-TZVPD).

```
! wB97M-V def2-TZVPD RIJCOSX def2/J DEFGRID3
* xyz 0 1
C -0.720 -1.242 -0.715
H -0.602 0.415 2.133
S -1.765 -2.472 -0.515
C -0.046 -0.774 -1.953
H -0.174 -1.286 -2.911
C 1.622 0.799 0.341
H 1.482 1.059 1.438
H -2.025 -0.410 1.604
C -1.254 0.270 1.280
N -0.415 -0.281 0.241
N 0.595 0.408 -1.691
N 0.363 0.683 -0.420
H 2.260 -0.064 0.242
H 2.299 1.607 -0.022
H -1.619 1.288 0.949
*
```

Summary:
- Frontier orbital gap: 8.08 eV
- SMILES: Cn1ncc(=S)n1C
- Lowest unoccupied orbital energy: -0.171 eV
- Highest occupied orbital energy: -8.3 eV

Results of the Mulliken charge analysis, in e, for atoms 1 through 8: C 0.206; H 0.264; S -0.372; C -0.252; H 0.416; C -0.716; H 0.227; H 0.352


Short version: <b> is the most stable of them.


<a>
Entry from the Open Molecules 2025 dataset: C4H7N3S in the gas phase (wB97M-V/def2-TZVPD).

```
! wB97M-V def2-TZVPD RIJCOSX def2/J DEFGRID3
* xyz 0 1
H -2.785 -1.181 -0.370
C 0.261 -0.294 0.801
C -1.853 -0.679 -0.142
N -0.957 -1.156 0.613
H 0.674 -0.501 1.789
N -1.117 1.573 0.093
H 1.456 -1.669 -0.308
H 3.479 -0.034 -1.201
N -1.762 0.602 -0.691
H 0.428 1.837 1.371
C 1.250 -0.592 -0.326
H -2.596 1.043 -1.074
S 2.832 0.319 -0.046
C -0.146 1.156 0.773
H 0.836 -0.424 -1.280
*
```

Summary:
- Frontier orbital gap: 9.96 eV
- SMILES: SC[C@H]1C=NNC=N1
- Lowest unoccupied orbital energy: 0.794 eV
- Highest occupied orbital energy: -9.2 eV

Results of the Mulliken charge analysis, in e, for atoms 1 through 8: H 0.371; C 0.051; C 0.027; N -0.648; H 0.361; N -0.557; H 0.397; H 0.132


<b>
Entry from the Open Molecules 2025 dataset: C4H7N3S in the gas phase (wB97M-V/def2-TZVPD).

```
! wB97M-V def2-TZVPD RIJCOSX def2/J DEFGRID3
* xyz 0 1
N -2.241 0.322 -0.292
H 0.152 1.852 1.461
H 1.296 -2.436 0.677
C -0.672 -1.650 -0.010
N 0.058 0.486 -0.122
C 0.646 -1.620 0.337
H 2.384 -0.190 -1.528
N 1.091 -0.298 0.378
H -0.894 2.363 -0.042
H 0.921 2.344 -0.169
H -1.328 -2.479 -0.128
C 0.060 1.887 0.323
S 2.604 0.037 -0.226
H -2.950 -0.374 -0.499
C -1.127 -0.243 -0.159
*
```

Summary:
- Frontier orbital gap: 8.80 eV
- SMILES: [H]/N=c1\ccn(S)n1C
- Lowest unoccupied orbital energy: 0.622 eV
- Highest occupied orbital energy: -8.2 eV

Results of the Mulliken charge analysis, in e, for atoms 1 through 8: N -0.725; H 0.303; H 0.372; C -0.504; N 0.080; C -0.426; H 0.154; N 0.035


<c>
Entry from the Open Molecules 2025 dataset: a molecular structure, C4H7N3S (wB97M-V/def2-TZVPD).

```
! wB97M-V def2-TZVPD RIJCOSX def2/J DEFGRID3
* xyz 0 1
C -0.340 1.138 1.400
H 2.530 0.096 -1.838
H -1.030 -0.884 0.666
H 0.569 0.786 -1.776
H 1.315 0.395 -3.625
C 1.403 0.104 -2.271
C 0.109 -1.423 -1.057
S -1.798 1.044 4.070
N -0.438 -0.383 -0.088
N 0.221 0.711 0.356
H -0.521 -2.366 -0.743
C -1.296 0.600 2.525
H -1.465 -0.578 2.664
H -0.063 2.038 1.793
N 0.804 -1.277 -2.076
*
```

Summary:
- Frontier orbital gap: 7.46 eV
- Lowest unoccupied orbital energy: -1.539 eV
- Highest occupied orbital energy: -9.0 eV

Results of the Mulliken charge analysis, in e, for atoms 1 through 8: C 0.031; H 0.231; H 0.249; H 0.333; H 0.242; C -0.625; C 0.130; S -0.132


Short version: <a> is the most stable of them.


<a>
Entry from the Open Molecules 2025 dataset: 2 unconnected molecules or ions with the total composition C5H11NO3 (wB97M-V/def2-TZVPD).

```
! wB97M-V def2-TZVPD RIJCOSX def2/J DEFGRID3
* xyz 0 1
H -2.405 0.130 -0.162
H 0.352 -0.873 -3.234
O 2.178 1.530 2.426
O 0.205 0.406 2.230
H 2.280 1.534 0.032
O -3.210 0.687 0.003
C -0.112 -0.834 -1.097
C 0.481 0.544 -0.580
H -3.782 0.022 0.437
H 0.509 1.367 -1.463
H -0.425 0.902 0.046
C 1.279 0.767 1.757
C 1.678 0.667 0.318
H 2.433 -0.157 0.292
N -0.826 -1.468 -0.142
C -0.048 -1.386 -2.308
H -0.763 -0.899 0.729
H -1.045 -2.446 -0.100
H -0.609 -2.199 -2.554
H 1.831 1.704 3.369
*
```

Summary:
- Frontier orbital gap: 8.66 eV
- SMILES: C=C(N)CCC(=O)O.O
- Lowest unoccupied orbital energy: 0.553 eV
- Highest occupied orbital energy: -8.1 eV

Results of the Mulliken charge analysis, in e, for atoms 1 through 8: H 0.401; H 0.233; O -0.473; O -0.608; H 0.303; O -0.696; C 0.757; C -0.783


<b>
Entry from the Open Molecules 2025 dataset: a molecular structure, C5H11NO3 (wB97M-V/def2-TZVPD).

```
! wB97M-V def2-TZVPD RIJCOSX def2/J DEFGRID3
* xyz 0 1
N 0.001 -2.016 -0.407
C 1.019 0.132 0.611
C 0.290 -0.592 -0.532
C -0.987 0.137 -0.617
H -1.767 2.939 -1.671
H -0.007 -0.651 1.956
H 2.470 -0.958 -0.298
O 0.389 0.120 1.914
O -0.789 1.375 -1.126
H 0.503 -0.596 -1.389
C 2.446 -0.585 0.864
H 1.334 0.967 0.634
H -2.639 2.337 -0.205
H 2.309 -1.648 1.852
O -2.077 -0.287 -0.300
H -1.071 -2.254 0.267
C -2.031 2.203 -1.269
H 0.424 -2.565 0.117
H 3.040 0.010 1.185
H -2.858 1.933 -1.587
*
```

Summary:
- Frontier orbital gap: 10.71 eV
- Lowest unoccupied orbital energy: 0.757 eV
- Highest occupied orbital energy: -10.0 eV

Results of the Mulliken charge analysis, in e, for atoms 1 through 8: N -0.774; C -0.604; C -0.493; C 0.489; H 0.472; H 0.315; H 0.224; O -0.563


<c>
Entry from the Open Molecules 2025 dataset: a molecular structure, C5H11NO3 (wB97M-V/def2-TZVPD).

```
! wB97M-V def2-TZVPD RIJCOSX def2/J DEFGRID3
* xyz 0 1
C 0.624 1.342 -0.154
H -0.420 -3.122 1.408
H 2.232 1.437 1.303
O -1.452 -2.007 0.066
H 0.513 2.711 -1.820
H -0.072 1.918 0.461
O -2.024 0.170 -0.092
C 0.342 -0.159 0.043
O 1.174 -1.029 0.016
N -0.970 -0.335 0.495
H 1.009 1.078 -2.274
C -1.459 -2.884 1.193
H -1.914 -2.406 2.062
C 0.340 1.651 -1.630
H -0.694 1.414 -1.878
H -2.005 -3.788 0.918
C 2.063 1.650 0.247
H 2.758 1.042 -0.332
H 2.278 2.704 0.067
H -2.326 -1.385 -0.098
*
```

Summary:
- Frontier orbital gap (spin up / spin down): 8.64 / 8.64 eV
- Lowest unoccupied orbital energy (spin up / spin down): -0.141 / -0.141 eV
- Highest occupied orbital energy (spin up / spin down): -8.8 / -8.8 eV

Results of the Mulliken charge analysis, in e, for atoms 1 through 8: C 0.688; H 0.252; H 0.358; O -0.399; H 0.384; H 0.269; O -0.634; C 0.371


Short version: <a> is the most stable of them.


<a>
Entry from the Open Molecules 2025 dataset: 2 unconnected molecules or ions with the total composition C5H11NO3 (wB97M-V/def2-TZVPD).

```
! wB97M-V def2-TZVPD RIJCOSX def2/J DEFGRID3
* xyz 0 1
H -2.991 0.041 -0.483
H -0.686 0.432 -1.962
H -0.455 -0.561 1.785
N -0.999 0.389 -0.997
C 1.395 0.080 0.889
H 2.451 -0.202 0.909
H -1.888 -1.283 -0.074
H 2.836 0.683 -1.179
H 0.984 -0.970 2.731
H 1.372 1.101 1.277
O -1.717 1.752 0.755
C 0.581 -0.894 1.721
C -2.125 -0.526 -0.818
O 1.937 0.659 -1.533
C -0.894 1.497 -0.091
H 0.614 -1.893 1.287
O 0.903 -1.295 -1.213
H -2.357 -1.016 -1.762
H -0.114 2.195 -0.432
C 1.153 -0.189 -0.810
*
```

Summary:
- Frontier orbital gap: 10.00 eV
- SMILES: CCC(=O)O.CNC=O
- Lowest unoccupied orbital energy: 0.503 eV
- Highest occupied orbital energy: -9.5 eV

Results of the Mulliken charge analysis, in e, for atoms 1 through 8: H 0.351; H 0.401; H 0.200; N -0.233; C -0.556; H 0.458; H 0.248; H 0.375


<b>
Entry from the Open Molecules 2025 dataset: 2 unconnected molecules or ions with the total composition C5H11NO3 (wB97M-V/def2-TZVPD).

```
! wB97M-V def2-TZVPD RIJCOSX def2/J DEFGRID3
* xyz 0 1
O 0.612 -1.768 0.853
H 1.312 -0.252 2.840
H -2.576 1.547 -1.882
C 1.274 -0.570 0.665
C 0.416 0.677 1.026
H -2.203 0.932 -0.250
H -0.613 0.444 -2.603
O -0.837 -1.189 -1.455
H 1.701 -0.739 -1.309
H -1.021 -0.473 1.565
H 2.754 0.240 -0.466
H -3.236 -0.011 -1.310
C 1.565 0.218 1.901
H 2.464 0.813 1.925
C -2.370 0.654 -1.297
C -1.167 -0.069 -1.795
H 0.110 -1.964 0.039
O -0.886 0.489 1.488
H 0.521 1.613 0.492
N 2.182 -0.591 -0.428
*
```

Summary:
- Frontier orbital gap: 9.10 eV
- SMILES: N[C@@]1(O)C[C@@H]1O.CC=O
- Lowest unoccupied orbital energy: 0.700 eV
- Highest occupied orbital energy: -8.4 eV

Results of the Mulliken charge analysis, in e, for atoms 1 through 8: O -0.586; H 0.215; H 0.313; C 0.609; C -0.232; H 0.261; H 0.356; O -0.569


Short version: <a> is the most stable of them.